Computed, not measured: C21H34N2O2ReS as an isolated structure, with wB97M-V/def2-TZVPD.

Structure (ORCA input):
```
! wB97M-V def2-TZVPD RIJCOSX def2/J DEFGRID3
* xyz 0 2
Re -0.155 0.095 -0.292
C 1.415 5.798 0.546
C 2.581 4.903 0.965
N 2.649 3.607 0.287
C 3.593 3.486 -0.821
C 3.068 4.135 -2.100
C 1.790 2.631 0.654
S 2.019 1.037 -0.057
N 0.943 2.923 1.611
C -0.213 2.347 1.924
O -0.895 1.592 1.185
C -0.760 2.695 3.265
C -0.272 3.780 3.989
C -0.801 4.076 5.234
C -1.814 3.290 5.765
C -2.306 2.211 5.046
C -1.785 1.917 3.796
H 1.445 6.720 1.130
H 0.467 5.301 0.734
H 1.467 6.062 -0.510
H 2.514 4.709 2.036
H 3.522 5.414 0.761
H 3.789 2.436 -1.001
H 4.531 3.953 -0.517
H 2.115 3.685 -2.381
H 3.777 3.981 -2.914
H 2.925 5.207 -1.968
H 0.515 4.387 3.566
H -0.423 4.921 5.797
H -2.224 3.524 6.740
H -3.095 1.600 5.464
H -2.160 1.082 3.220
C 0.930 -4.036 0.522
C 0.063 -3.055 -0.273
C -1.357 -3.043 0.314
C 0.022 -3.515 -1.743
C 0.678 -1.667 -0.258
H 0.492 -5.037 0.493
H 1.005 -3.727 1.567
H 1.937 -4.088 0.105
H -1.888 -3.965 0.068
H -1.922 -2.198 -0.078
H -1.312 -2.939 1.399
H -0.485 -4.480 -1.828
H 1.034 -3.615 -2.140
H -0.501 -2.779 -2.353
H 1.765 -1.733 -0.133
C -1.841 0.030 -3.545
C -2.684 -0.029 -2.269
C -3.391 -1.382 -2.162
C -3.725 1.094 -2.283
O -1.852 0.173 -1.150
H -2.464 -0.102 -4.430
H -1.080 -0.752 -3.519
H -1.339 0.998 -3.603
H -4.097 -1.506 -2.984
H -3.932 -1.440 -1.216
H -2.663 -2.192 -2.199
H -4.384 0.983 -3.145
H -3.228 2.063 -2.337
H -4.324 1.064 -1.372
*
```

Computed properties:
**LUMO (alpha / beta)**: -0.12 / -0.09 eV
**Energy**: -42368.1243 eV

Computed, not measured: one molecule with the formula C21H34N2O3S2, with wB97M-V/def2-TZVPD.

Structure (ORCA input):
```
! wB97M-V def2-TZVPD RIJCOSX def2/J DEFGRID3
* xyz 0 1
C -0.698 -2.290 -2.280
C 0.273 -2.922 -3.269
C 1.293 -1.935 -3.839
C 0.673 -0.792 -4.635
H 1.388 -0.395 -5.358
H -0.224 -1.119 -5.161
S 0.225 0.601 -3.530
C -0.659 1.675 -4.707
C -2.110 1.263 -4.927
H -2.182 0.173 -4.984
C -3.039 1.781 -3.825
N -2.638 1.355 -2.507
C -2.175 2.219 -1.574
O -2.164 3.421 -1.746
C -1.700 1.565 -0.285
C -0.211 1.868 -0.096
C 0.291 1.295 1.224
C -0.497 1.866 2.401
C -1.984 1.563 2.215
C -2.495 2.131 0.895
H -2.392 3.218 0.888
H -3.554 1.894 0.773
H -2.556 1.990 3.042
H -2.128 0.481 2.225
C 0.021 1.316 3.738
N -0.117 -0.122 3.831
S 1.217 -1.054 4.198
O 2.264 -0.237 4.741
O 0.733 -2.174 4.953
C 1.709 -1.620 2.576
C 2.796 -1.047 1.949
C 3.144 -1.472 0.677
C 2.404 -2.465 0.056
C 1.317 -3.038 0.699
C 0.964 -2.611 1.968
H 0.133 -3.040 2.504
H 0.749 -3.816 0.213
H 2.679 -2.800 -0.933
H 3.991 -1.032 0.173
H 3.355 -0.287 2.471
H -0.939 -0.455 4.304
H -0.501 1.808 4.565
H 1.088 1.528 3.839
H -0.360 2.952 2.422
H 1.352 1.523 1.343
H 0.183 0.208 1.217
H -0.075 2.950 -0.112
H 0.356 1.444 -0.927
H -1.843 0.481 -0.336
H -2.539 0.365 -2.350
H -4.063 1.443 -4.025
H -3.026 2.874 -3.806
H -2.456 1.667 -5.880
H -0.607 2.675 -4.278
H -0.093 1.654 -5.638
H 1.973 -2.483 -4.496
H 1.884 -1.510 -3.024
H 0.820 -3.725 -2.771
H -0.288 -3.371 -4.093
H -1.314 -3.057 -1.814
H -0.156 -1.755 -1.503
H -1.354 -1.588 -2.785
*
```

Computed properties:
**LUMO**: 0.56 eV
**Energy**: -53123.1135 eV
**SMILES**: CCCCSCCCNC(=O)[C@H]1CC[C@H](CNS(=O)(=O)c2ccccc2)CC1

For the records above, the corresponding ΔE to the lowest compared entry with this formula, charge and spin values read 43.1; 11.6 kJ/mol.